The following is a DFT calculation (wB97M-V/def2-TZVPD) of a 12-piece molecular cluster, C81H178N8O12 overall at a distorted geometry.

Summary:
Total energy: -4533.18171 Eh
E_HOMO: -7.7 eV
HOMO-LUMO gap: 0.2926 Eh
Multiplicity: 1
ΔE to the lowest compared entry with this formula, charge and spin: 955.83 kJ/mol
LUMO: 0.23 eV
SMILES: CC1(C)CCCC(C)(C)N1O.CC1(C)CCCC(C)(C)N1O.CC1(C)CCCC(C)(C)N1O.CC1(C)CCCC(C)(C)N1O.CC1(C)CCCC(C)(C)N1O.CC1(C)CCCC(C)(C)N1O.CC1(C)CCCC(C)(C)N1O.CC1(C)CCCC(C)(C)N1O.CC(C)O.CC(C)O.CC(C)O.O

XYZ file:
```
279
Properties=species:S:1:pos:R:3:lowdin_charge:R:1
O 25.94 11.22 -3.19 -0.053
H 25.05 11.55 -3.10 0.024
H 25.89 10.31 -2.90 0.028
C 22.35 22.69 2.79 -0.018
C 23.85 22.86 3.43 -0.430
C 24.52 24.10 2.83 -0.128
C 25.89 24.53 3.44 -0.193
C 25.72 24.71 4.91 -0.169
C 24.95 23.64 5.63 -0.524
N 23.77 23.18 4.89 -0.155
O 22.99 22.29 5.60 -0.008
C 25.81 22.46 6.09 -0.029
C 24.38 24.35 6.87 -0.042
C 24.68 21.54 3.15 -0.023
H 22.32 22.55 1.72 0.073
H 21.76 23.56 3.09 0.069
H 21.75 21.90 3.24 0.064
H 24.64 23.98 1.75 0.121
H 23.93 24.94 3.19 0.118
H 26.25 25.46 3.01 0.110
H 26.74 23.89 3.20 0.104
H 25.22 25.68 4.99 0.122
H 26.74 24.78 5.28 0.130
H 26.51 22.84 6.83 0.089
H 25.30 21.54 6.37 0.085
H 26.38 22.00 5.28 0.066
H 25.14 25.05 7.22 0.080
H 23.66 25.10 6.53 0.088
H 24.07 23.69 7.67 0.088
H 25.75 21.67 3.24 0.057
H 24.52 21.17 2.14 0.072
H 24.39 20.78 3.88 0.077
H 22.26 22.89 5.78 0.108
C 18.48 7.78 8.05 -0.036
C 17.15 8.19 8.66 -0.481
C 16.79 9.54 7.98 -0.146
C 15.40 10.09 8.24 -0.204
C 14.45 9.13 7.59 -0.138
C 14.64 7.67 8.16 -0.497
N 16.07 7.27 8.16 -0.138
O 16.20 6.03 8.63 0.003
C 13.93 7.56 9.51 -0.036
C 13.86 6.74 7.29 -0.064
C 17.28 8.41 10.17 -0.028
H 18.50 7.82 6.96 0.085
H 18.72 6.76 8.32 0.082
H 19.22 8.47 8.47 0.086
H 17.41 10.35 8.38 0.116
H 17.05 9.65 6.93 0.121
H 15.17 11.13 7.99 0.118
H 15.12 10.07 9.30 0.098
H 14.69 9.18 6.53 0.122
H 13.46 9.48 7.88 0.114
H 14.50 8.02 10.31 0.068
H 13.03 8.16 9.45 0.085
H 13.63 6.53 9.74 0.082
H 13.61 5.76 7.69 0.080
H 12.91 7.10 6.89 0.089
H 14.46 6.57 6.40 0.089
H 17.47 7.53 10.78 0.085
H 16.44 9.02 10.50 0.067
H 18.13 9.04 10.45 0.087
H 16.34 6.16 9.57 0.090
C 20.82 16.84 -0.84 -0.014
C 21.34 15.36 -0.61 -0.476
C 22.16 15.20 0.69 -0.150
C 21.45 15.25 2.03 -0.185
C 20.44 14.09 2.03 -0.171
C 19.47 14.21 0.86 -0.474
N 20.17 14.46 -0.48 -0.098
O 19.31 14.23 -1.64 -0.003
C 18.94 12.77 0.84 -0.061
C 18.36 15.25 1.15 -0.017
C 22.30 14.93 -1.78 -0.028
H 20.13 16.96 -1.68 0.074
H 21.75 17.37 -1.03 0.075
H 20.33 17.22 0.06 0.063
H 22.58 14.19 0.79 0.124
H 22.85 16.04 0.66 0.120
H 20.93 16.21 2.05 0.098
H 22.11 15.06 2.87 0.115
H 19.77 14.12 2.90 0.119
H 21.01 13.19 2.23 0.120
H 18.11 12.55 0.17 0.075
H 19.75 12.09 0.57 0.090
H 18.40 12.48 1.74 0.082
H 17.60 14.83 1.82 0.082
H 18.71 16.20 1.55 0.073
H 17.80 15.40 0.23 0.076
H 22.38 13.85 -1.81 0.079
H 23.29 15.39 -1.72 0.079
H 21.78 15.24 -2.69 0.073
H 18.88 15.09 -1.63 0.062
C 31.32 22.73 -6.87 -0.021
C 31.16 21.95 -5.53 -0.459
C 30.78 22.86 -4.30 -0.143
C 29.37 23.42 -4.24 -0.166
C 28.33 22.24 -4.15 -0.127
C 28.64 21.23 -5.28 -0.480
N 30.10 20.89 -5.53 -0.119
O 30.32 19.95 -6.52 -0.016
C 27.99 19.98 -4.78 -0.083
C 27.84 21.66 -6.57 -0.021
C 32.51 21.26 -5.17 -0.049
H 30.56 23.48 -7.06 0.068
H 31.32 22.03 -7.71 0.080
H 32.31 23.20 -6.82 0.075
H 31.09 22.37 -3.38 0.114
H 31.39 23.77 -4.39 0.114
H 29.20 23.89 -5.21 0.095
H 29.24 24.23 -3.52 0.108
H 27.29 22.56 -4.26 0.109
H 28.32 21.78 -3.16 0.108
H 28.10 19.10 -5.42 0.078
H 28.53 19.71 -3.88 0.086
H 26.93 19.98 -4.53 0.094
H 26.85 22.04 -6.32 0.076
H 28.36 22.51 -7.01 0.063
H 27.76 20.88 -7.33 0.079
H 32.67 20.67 -4.27 0.086
H 33.36 21.91 -5.39 0.074
H 32.75 20.62 -6.01 0.071
H 30.30 19.11 -6.06 0.103
C 22.86 8.75 -7.23 -0.046
C 21.82 7.64 -7.06 -0.478
C 21.23 7.24 -8.45 -0.141
C 21.95 6.28 -9.40 -0.155
C 22.38 4.90 -8.68 -0.101
C 23.06 5.27 -7.30 -0.426
N 22.40 6.35 -6.50 -0.135
O 23.02 6.60 -5.27 -0.031
C 22.82 4.01 -6.41 -0.058
C 24.60 5.62 -7.50 -0.026
C 20.70 8.14 -6.15 -0.036
H 23.71 8.60 -7.89 0.076
H 23.37 8.95 -6.29 0.077
H 22.41 9.70 -7.53 0.080
H 20.26 6.81 -8.22 0.108
H 21.00 8.10 -9.08 0.115
H 22.86 6.71 -9.81 0.099
H 21.31 6.01 -10.23 0.102
H 23.15 4.47 -9.33 0.102
H 21.67 4.08 -8.64 0.103
H 21.79 3.72 -6.21 0.079
H 23.29 3.17 -6.92 0.076
H 23.23 4.03 -5.39 0.071
H 25.23 4.74 -7.66 0.071
H 24.89 6.38 -8.23 0.064
H 25.08 6.09 -6.64 0.067
H 20.99 8.36 -5.12 0.080
H 19.78 7.55 -6.15 0.085
H 20.52 9.14 -6.54 0.080
H 22.27 6.48 -4.69 0.098
C 20.05 18.16 -8.35 -0.075
C 20.54 17.23 -9.37 -0.489
C 19.98 15.83 -9.02 -0.129
C 19.99 14.79 -10.15 -0.157
C 19.41 15.41 -11.47 -0.100
C 20.04 16.79 -11.93 -0.506
N 20.16 17.67 -10.73 -0.141
O 20.60 18.91 -10.97 -0.015
C 21.40 16.53 -12.51 -0.048
C 19.20 17.46 -12.96 -0.055
C 22.10 17.25 -9.23 -0.034
H 20.08 19.22 -8.63 0.082
H 20.36 18.08 -7.30 0.099
H 18.97 18.22 -8.26 0.083
H 20.67 15.44 -8.27 0.113
H 19.00 15.91 -8.57 0.114
H 19.49 13.85 -9.93 0.109
H 21.04 14.56 -10.35 0.099
H 18.34 15.33 -11.67 0.107
H 19.80 14.67 -12.17 0.101
H 22.02 15.87 -11.91 0.070
H 21.38 16.13 -13.53 0.091
H 21.88 17.51 -12.47 0.087
H 19.62 18.39 -13.35 0.087
H 18.69 16.77 -13.64 0.095
H 18.31 17.90 -12.53 0.084
H 22.61 16.89 -8.34 0.080
H 22.48 18.26 -9.40 0.078
H 22.66 16.74 -10.02 0.061
H 19.88 19.42 -11.35 0.108
C 11.87 18.16 4.36 -0.044
C 11.98 19.17 5.57 -0.393
C 10.54 19.95 5.71 -0.111
C 9.51 18.98 6.33 -0.177
C 10.11 18.49 7.63 -0.173
C 11.38 17.69 7.63 -0.490
N 12.34 18.46 6.83 -0.147
O 13.58 17.87 6.82 -0.012
C 11.89 17.52 9.12 -0.027
C 11.14 16.26 7.05 -0.027
C 12.99 20.36 5.33 -0.041
H 12.59 17.34 4.39 0.075
H 12.05 18.50 3.34 0.070
H 10.96 17.61 4.11 0.065
H 10.61 20.89 6.26 0.104
H 10.31 20.28 4.70 0.106
H 9.31 18.11 5.70 0.100
H 8.60 19.54 6.51 0.109
H 9.34 17.89 8.13 0.122
H 10.25 19.37 8.26 0.121
H 11.35 16.81 9.74 0.076
H 12.79 16.91 9.08 0.072
H 11.94 18.44 9.71 0.080
H 11.93 15.52 6.93 0.082
H 10.33 15.76 7.58 0.080
H 10.73 16.37 6.04 0.056
H 12.88 21.24 5.96 0.076
H 12.84 20.81 4.35 0.071
H 13.99 19.94 5.21 0.072
H 14.07 18.35 7.49 0.107
C 17.93 5.42 2.49 -0.050
C 18.66 4.12 2.15 -0.493
C 20.04 4.51 1.56 -0.094
C 20.92 3.23 1.50 -0.236
C 21.09 2.60 2.78 -0.163
C 19.68 2.14 3.43 -0.383
N 18.69 3.26 3.33 -0.136
O 17.49 2.99 3.95 -0.005
C 19.05 0.83 2.82 -0.047
C 20.05 1.59 4.86 -0.068
C 17.75 3.39 1.07 -0.022
H 16.96 5.09 2.85 0.076
H 17.78 6.08 1.63 0.082
H 18.39 6.07 3.24 0.082
H 19.77 4.92 0.59 0.119
H 20.70 5.17 2.11 0.120
H 21.92 3.44 1.11 0.119
H 20.43 2.38 1.03 0.101
H 21.65 3.34 3.34 0.119
H 21.68 1.69 2.66 0.124
H 18.14 0.46 3.29 0.084
H 18.88 0.96 1.75 0.051
H 19.77 0.02 2.76 0.075
H 20.77 0.78 4.96 0.081
H 20.60 2.33 5.43 0.065
H 19.27 1.46 5.61 0.072
H 16.87 2.90 1.50 0.083
H 18.33 2.61 0.58 0.056
H 17.46 4.09 0.29 0.076
H 17.44 3.51 4.76 0.112
C 11.70 9.73 1.20 -0.078
C 10.72 10.15 0.17 -0.449
C 10.19 11.57 0.43 -0.058
O 11.39 10.14 -1.17 -0.076
H 11.31 9.39 2.16 0.084
H 12.48 10.48 1.38 0.091
H 12.10 8.80 0.80 0.074
H 9.87 9.47 0.09 0.127
H 9.12 11.41 0.29 0.068
H 10.37 12.32 -0.34 0.077
H 10.37 12.07 1.37 0.077
H 11.80 9.28 -1.26 0.064
C 23.09 15.23 9.22 -0.047
C 23.13 15.54 10.76 -0.587
C 21.73 15.94 11.19 -0.053
O 23.44 14.50 11.50 -0.013
H 22.47 14.34 9.11 0.081
H 24.09 15.03 8.83 0.068
H 22.70 16.07 8.66 0.071
H 23.83 16.36 10.94 0.133
H 21.10 15.05 11.22 0.087
H 21.36 16.61 10.42 0.073
H 21.83 16.43 12.16 0.080
H 24.31 14.20 11.22 0.107
C 15.97 20.38 -3.26 -0.082
C 15.02 19.32 -2.85 -0.471
C 13.52 19.40 -3.30 -0.049
O 15.56 18.20 -3.57 -0.086
H 17.01 20.16 -3.00 0.090
H 15.64 21.29 -2.77 0.076
H 15.78 20.70 -4.28 0.084
H 15.05 19.13 -1.77 0.135
H 13.36 19.72 -4.32 0.077
H 13.06 20.09 -2.60 0.073
H 13.02 18.44 -3.18 0.079
H 15.15 18.30 -4.43 0.073
```